Entry 1:
{
  "formula": "C18H24N2O3",
  "method": "wB97M-V/def2-TZVPD",
  "species": ["O", "O", "O", "N", "N", "C", "C", "C", "C", "C", "C", "C", "C", "C", "C", "C", "C", "C", "C", "C", "C", "C", "C", "H", "H", "H", "H", "H", "H", "H", "H", "H", "H", "H", "H", "H", "H", "H", "H", "H", "H", "H", "H", "H", "H", "H", "H"],
  "coordinates": [[2.095, -1.570, 1.718], [2.592, -2.573, -0.210], [0.812, -3.441, -1.722], [-0.326, -0.687, 1.995], [-1.233, -2.569, -1.549], [-0.841, 0.561, 2.522], [-4.618, -1.518, -0.715], [-3.148, -0.958, 1.097], [-0.070, 3.006, -0.410], [-3.552, -2.015, -1.426], [-2.030, -1.402, 0.379], [3.964, -2.583, 0.169], [0.180, 1.945, 0.659], [0.055, -2.755, -1.064], [-0.660, -1.349, 0.870], [1.727, -2.042, 0.643], [0.338, -2.056, 0.178], [4.635, -1.250, -0.135], [0.941, 4.378, -2.275], [1.191, 3.316, -1.212], [-1.089, 1.621, 1.445], [-2.265, -1.991, -0.879], [-4.416, -1.014, 0.566], [-3.694, -2.448, -2.405], [-0.431, 3.922, 0.065], [4.506, -1.000, -1.185], [-1.751, 0.403, 3.110], [0.553, 1.038, 0.179], [4.408, -3.388, -0.420], [5.696, -1.315, 0.089], [-0.852, 2.656, -1.088], [-0.081, 0.930, 3.214], [0.662, -0.847, 2.219], [-5.611, -1.542, -1.139], [4.194, -0.464, 0.474], [-5.256, -0.667, 1.147], [-1.422, -3.023, -2.435], [1.547, 2.400, -1.690], [1.850, 4.582, -2.835], [-1.456, 2.525, 1.936], [4.042, -2.811, 1.238], [-1.864, 1.278, 0.757], [1.975, 3.659, -0.533], [0.952, 2.297, 1.347], [-3.030, -0.594, 2.101], [0.175, 4.047, -2.972], [0.605, 5.306, -1.815]],
  "atomic_forces_ev_per_a": [[0.08, -0.04, -0.07], [-0.12, 0.07, -0.03], [-0.09, -0.16, -0.20], [0.42, -0.28, 0.10], [-0.12, -0.10, -0.39], [-0.63, 0.37, -0.08], [0.20, -0.08, -0.07], [-0.05, -0.08, -0.05], [0.44, -0.21, 0.08], [-0.09, 0.03, -0.01], [-0.28, -0.05, -0.34], [0.51, 0.17, 0.34], [-0.41, 0.17, -0.09], [-0.24, -0.09, -0.23], [0.38, -0.21, 0.04], [0.12, 0.13, 0.22], [0.08, 0.04, 0.07], [-0.32, -0.26, 0.05], [0.16, -0.17, 0.12], [-0.31, 0.16, -0.06], [0.36, -0.16, 0.13], [-0.01, 0.23, 0.39], [-0.04, 0.12, 0.21], [-0.02, -0.04, -0.10], [-0.09, 0.06, -0.01], [0.04, 0.04, -0.10], [0.14, 0.06, 0.04], [0.10, -0.04, 0.01], [-0.08, 0.06, 0.09], [0.13, 0.02, 0.01], [-0.09, 0.03, -0.03], [-0.05, -0.07, -0.02], [-0.23, -0.02, -0.04], [-0.08, -0.02, -0.05], [0.02, 0.06, 0.03], [-0.05, 0.03, 0.06], [0.14, 0.02, 0.18], [0.07, -0.05, 0.05], [0.04, 0.09, -0.11], [-0.09, 0.03, 0.00], [0.03, -0.05, -0.22], [-0.05, 0.08, 0.02], [0.07, -0.07, 0.03], [0.10, -0.04, 0.03], [0.05, 0.08, 0.10], [-0.08, 0.01, -0.11], [-0.05, 0.13, 0.00]],
  "lowdin_charge": [0.06, 0.00, 0.07, 0.08, 0.16, -0.18, -0.07, -0.03, -0.23, -0.02, -0.08, -0.21, -0.21, -0.41, -0.13, -0.42, 0.02, -0.06, -0.12, -0.28, -0.18, -0.18, -0.08, 0.11, 0.12, 0.08, 0.10, 0.11, 0.13, 0.08, 0.12, 0.13, 0.09, 0.11, 0.07, 0.10, 0.16, 0.11, 0.07, 0.12, 0.12, 0.10, 0.11, 0.12, 0.10, 0.07, 0.07],
  "spin_multiplicity": 1,
  "smiles": "CCCCCCNc1c(C(=O)OCC)c(=O)[nH]c2ccccc12"
}

Entry 2:
{
  "formula": "C37H37F5N2O6P2STeTi",
  "method": "wB97M-V/def2-TZVPD",
  "species": ["Te", "Ti", "S", "P", "P", "F", "F", "F", "F", "F", "O", "O", "O", "O", "O", "O", "N", "N", "C", "C", "C", "C", "C", "C", "C", "C", "C", "C", "C", "C", "C", "C", "C", "C", "C", "C", "C", "C", "C", "C", "C", "C", "C", "C", "C", "C", "C", "C", "C", "C", "C", "C", "C", "C", "C", "H", "H", "H", "H", "H", "H", "H", "H", "H", "H", "H", "H", "H", "H", "H", "H", "H", "H", "H", "H", "H", "H", "H", "H", "H", "H", "H", "H", "H", "H", "H", "H", "H", "H", "H", "H", "H"],
  "coordinates": [[-2.932, 0.961, -0.163], [-0.242, 0.265, -0.218], [7.020, 1.533, -1.202], [1.425, 0.110, -2.149], [2.171, 0.313, 0.631], [-4.329, -0.350, 0.379], [-3.879, 1.749, 1.388], [-4.002, 0.788, -1.764], [-1.517, 1.234, -1.715], [-3.140, 2.825, -0.667], [-0.735, -0.854, 2.176], [-2.926, -2.868, -1.052], [-1.405, 1.229, 0.805], [-2.093, -0.840, -0.740], [0.328, -1.515, -0.206], [0.819, -3.673, -0.272], [2.711, 0.379, -1.010], [1.019, 3.170, -0.756], [-0.527, 1.939, -5.072], [6.005, 1.389, -2.719], [3.162, 3.945, 3.302], [2.662, 1.795, 1.608], [1.865, 3.498, 3.119], [-2.483, -2.045, -0.304], [3.366, -0.867, 1.347], [6.669, 3.258, -0.739], [4.332, -1.810, 3.343], [3.971, 2.216, 1.843], [3.086, -3.442, -3.214], [3.440, -0.943, 2.738], [1.136, 1.416, -3.397], [3.366, -3.300, -4.564], [1.203, 3.516, -4.551], [2.486, -2.409, -2.518], [5.076, -2.545, 1.184], [5.158, -2.609, 2.564], [3.937, 1.125, -1.290], [-2.222, -2.363, 1.164], [-2.131, -1.178, 2.150], [4.211, 3.301, 2.668], [0.172, -2.749, 0.168], [2.430, -1.085, -4.526], [-0.281, -2.158, 2.523], [4.177, -1.687, 0.574], [-1.083, -2.528, 3.786], [0.620, 2.119, -0.500], [0.004, 1.070, -4.142], [0.071, 3.174, -5.269], [4.686, 0.642, -2.528], [3.031, -2.124, -5.216], [1.743, 2.644, -3.616], [-2.371, -1.716, 3.568], [1.613, 2.431, 2.277], [-0.808, -2.990, 1.333], [2.171, -1.217, -3.163], [-0.838, -4.063, 1.527], [6.622, 0.861, -3.446], [5.603, 3.396, -0.586], [7.204, 3.446, 0.187], [-0.471, 0.109, -3.962], [4.074, 0.792, -3.421], [5.864, -3.275, 3.037], [2.229, -2.544, -1.478], [5.722, -3.160, 0.575], [-0.561, -2.227, 4.693], [2.612, 2.946, -3.053], [2.808, -0.299, 3.338], [4.392, -1.862, 4.420], [4.115, -1.641, -0.503], [4.882, -0.427, -2.427], [5.226, 3.637, 2.827], [1.656, 4.485, -4.697], [-2.734, -0.296, 1.918], [0.592, 2.076, 2.139], [-2.994, -3.078, 1.459], [-1.266, -3.599, 3.830], [2.161, -0.177, -5.047], [3.839, -4.105, -5.108], [-1.419, 1.671, -5.618], [3.330, -4.361, -2.700], [3.360, 4.786, 3.951], [3.710, 2.196, -1.370], [-0.361, 3.876, -5.966], [0.804, -2.168, 2.640], [1.050, 3.981, 3.637], [-3.285, -2.301, 3.645], [7.038, 3.924, -1.516], [-2.431, -0.877, 4.261], [4.814, 1.695, 1.411], [3.244, -2.012, -6.270], [4.597, 0.973, -0.430], [5.833, 2.404, -3.070]],
  "atomic_forces_ev_per_a": [[-6.40, 2.98, -2.79], [1.27, -1.35, -0.86], [0.10, 0.11, -0.11], [1.46, 0.94, -0.51], [1.37, 1.01, -0.48], [1.44, 0.65, -0.25], [1.05, -0.85, -1.21], [0.81, 0.03, 1.42], [0.21, -0.79, 1.50], [0.41, -1.59, 0.56], [0.00, 0.30, 0.05], [0.30, 0.50, 0.12], [-0.35, 0.25, 0.94], [0.45, 1.98, 0.10], [0.46, -0.62, -0.40], [-0.07, 0.22, -0.02], [-0.71, 0.11, 0.16], [0.13, 0.27, 0.07], [-0.02, 0.08, -0.08], [0.11, -0.06, 0.39], [-0.07, 0.02, 0.01], [-0.47, -0.23, 0.06], [-0.04, 0.03, 0.10], [-0.77, -1.78, 0.74], [-0.60, -0.27, 0.10], [0.05, -0.47, -0.20], [-0.04, 0.00, 0.05], [-0.10, -0.10, -0.07], [0.11, -0.08, -0.01], [-0.02, 0.02, 0.05], [-0.26, -0.32, 0.11], [0.03, 0.00, 0.02], [0.10, 0.03, 0.02], [-0.06, 0.10, 0.10], [0.12, -0.04, -0.01], [-0.03, 0.02, -0.01], [0.26, -0.16, -0.18], [-0.02, 0.12, -0.26], [-0.88, 0.07, 0.25], [0.10, -0.04, -0.06], [-0.34, -1.60, 0.86], [-0.12, 0.06, 0.05], [0.30, -0.73, 0.19], [-0.09, 0.10, -0.09], [0.21, 0.13, -0.05], [0.08, 0.63, -0.28], [0.13, -0.14, 0.17], [-0.03, -0.05, 0.03], [-0.06, 0.14, 0.23], [0.07, 0.03, -0.08], [0.07, -0.12, 0.01], [0.00, 0.26, -0.17], [-0.01, -0.18, -0.07], [0.50, 0.20, -0.27], [-0.55, -0.20, 0.10], [0.05, 0.17, -0.05], [-0.06, 0.13, -0.07], [-0.07, 0.13, 0.08], [0.00, 0.06, 0.05], [-0.10, 0.10, -0.06], [0.06, -0.10, -0.02], [0.04, -0.05, 0.02], [0.08, -0.05, -0.05], [0.03, -0.06, -0.05], [0.01, -0.02, -0.01], [0.01, 0.04, 0.09], [0.03, -0.01, 0.09], [-0.02, 0.03, 0.08], [0.00, -0.01, -0.08], [-0.05, -0.04, -0.07], [0.07, 0.00, 0.01], [0.08, 0.07, -0.01], [0.26, -0.53, 0.48], [0.18, 0.18, 0.05], [0.12, 0.16, -0.05], [0.06, -0.06, 0.03], [0.04, 0.02, -0.03], [0.01, -0.04, -0.03], [-0.06, -0.05, -0.04], [-0.03, -0.06, 0.03], [0.00, 0.07, 0.05], [0.01, -0.04, 0.13], [0.00, 0.07, -0.08], [-0.08, 0.05, -0.06], [-0.10, 0.04, 0.01], [-0.01, 0.01, -0.02], [-0.03, 0.08, 0.03], [-0.04, -0.02, 0.00], [0.04, -0.05, -0.07], [-0.01, 0.01, -0.06], [-0.07, 0.12, -0.20], [0.02, 0.05, -0.13]],
  "lowdin_charge": [1.99, 0.83, 0.80, 1.06, 1.06, -0.35, -0.38, -0.34, -0.40, -0.37, -0.10, 0.19, -0.56, -0.27, -0.26, 0.11, -0.41, 0.14, -0.06, -0.46, -0.07, -0.33, -0.06, -0.51, -0.31, -0.40, -0.07, -0.08, -0.06, -0.10, -0.36, -0.07, -0.07, -0.10, -0.06, -0.07, -0.29, -0.08, -0.27, -0.07, -0.52, -0.09, -0.24, -0.06, -0.08, -0.41, -0.13, -0.07, -0.24, -0.07, -0.09, -0.07, -0.10, -0.07, -0.31, 0.16, 0.07, 0.02, 0.03, 0.12, 0.10, 0.11, 0.07, 0.11, 0.12, 0.09, 0.11, 0.11, 0.08, 0.11, 0.11, 0.11, 0.10, 0.09, 0.17, 0.12, 0.10, 0.10, 0.11, 0.11, 0.11, 0.11, 0.10, 0.16, 0.11, 0.13, 0.03, 0.12, 0.10, 0.11, 0.05, 0.08],
  "spin_multiplicity": 1
}

Ordered LUMO results: 0.0237, -2.2386; unit eV.
Ordered relative energy (zero: lowest compared OMol25 entry of this formula, charge and spin) results: 41.7, 548.7; unit kJ/mol.